33
Properties=species:S:1:pos:R:3:nbo_charge:R:1 method="wB97M-V/def2-TZVPD" de_lowest_kcal_mol=0.0 charge=-1 homo_energy_ha=-0.2213 energy_ev=-50589.9253
C 2.31779 -1.95756 -0.16122 -0.615
C 3.15415 -1.04917 -1.07823 -0.435
C 3.49461 0.32446 -0.47172 -0.054
O 3.24635 1.40304 -1.38163 -0.907
Si 1.75292 2.05350 -1.58347 1.738
O 0.87607 1.79969 -0.22615 -1.256
Si -0.78924 1.79385 -0.12280 1.437
C -1.46488 0.11411 -0.57811 -0.456
C -0.95265 -0.67272 -1.61880 -0.248
C -1.54958 -1.89714 -1.89041 0.014
N -2.59131 -2.38323 -1.22026 -0.424
C -3.07810 -1.63658 -0.22952 0.035
C -2.55926 -0.39046 0.12386 -0.230
H 1.69079 -1.37535 0.51974 0.219
H 1.65630 -2.61093 -0.73331 0.215
H 2.95783 -2.59942 0.45159 0.202
H 4.09180 -1.55749 -1.32848 0.200
H 2.63170 -0.88129 -2.02402 0.209
H 4.55356 0.39065 -0.20780 0.176
H 2.92132 0.47811 0.44631 0.185
H 1.91234 3.49410 -1.85639 -0.241
H 1.08614 1.41589 -2.74544 -0.269
H -1.19479 2.16438 1.23213 -0.138
H -1.28114 2.79650 -1.10788 -0.226
H -0.10260 -0.35141 -2.21573 0.211
H -1.16491 -2.52147 -2.69616 0.179
H -3.92417 -2.04391 0.31724 0.194
H -3.00660 0.15076 0.95156 0.275
O -3.08537 1.12348 2.84833 -0.915
Cl -2.93691 1.10987 4.29638 2.550
O -1.55975 0.82416 4.62170 -0.876
O -3.79474 0.08994 4.84883 -0.874
O -3.30770 2.40162 4.81983 -0.873

---

37
Properties=species:S:1:pos:R:3:lowdin_spin:R:1 method="wB97M-V/def2-TZVPD" charge=+3 multiplicity=2 homo_energy_ha="-0.6252 / -0.6285" s_squared=0.79 energy_ev=-85869.5011
Co -0.18336 -0.02169 -0.01964 0.006
N -2.84997 2.31665 -0.89203 0.274
C -3.05398 1.01531 -0.72250 -0.050
N -2.15596 0.07377 -0.36386 0.059
C -2.75014 -1.15290 -0.33134 0.073
C -4.10139 -1.15660 -0.64156 0.187
S -4.66007 0.39204 -0.97269 0.145
C -1.91744 -2.28072 0.00507 0.000
C -2.24468 -3.58833 0.11393 0.047
S -0.86388 -4.51383 0.53236 0.016
C 0.10144 -3.07076 0.54500 0.005
N -0.58215 -1.97642 0.25203 -0.006
N 1.40218 -3.09227 0.83960 0.006
H -0.80956 2.30803 -1.08329 0.004
H -3.64020 2.92692 -1.09986 0.002
H -4.76296 -2.00886 -0.67959 0.005
H -3.20231 -4.06487 -0.02498 0.001
H 1.87748 -3.95533 1.04928 0.000
H 1.95560 -2.25777 0.74235 0.000
N 0.80033 1.06383 2.41761 0.000
N -0.32736 0.32516 1.90023 0.001
H 0.89105 0.87704 3.41406 0.000
H 0.58423 2.05235 2.32751 0.000
H -1.20264 0.80931 2.10362 0.000
H -0.37519 -0.56550 2.39166 0.000
O -1.72224 2.96942 -0.78853 0.222
N 0.05604 1.42664 -0.92944 0.002
N 4.03157 2.33151 -1.48083 0.000
C 3.69081 1.06079 -0.75733 0.000
C 2.20312 0.86459 -0.60921 0.000
O 1.72844 -0.17695 -0.13541 0.000
O 1.44051 1.81854 -1.01874 0.000
H 5.04871 2.40877 -1.60134 0.000
H 3.71959 3.16608 -0.97296 0.000
H 3.60880 2.37022 -2.41509 0.000
H 4.16013 1.08147 0.22633 0.000
H 4.10546 0.22433 -1.32042 0.000

---

30
Properties=species:S:1:pos:R:3:lowdin_spin:R:1 method="wB97M-V/def2-TZVPD" de_lowest_kcal_mol=17.9 charge=+2 multiplicity=2 homo_energy_ha="-0.5734 / -0.5731" s_squared=0.76 energy_ev=-63771.7086
Cu 0.64733 2.59659 0.46408 0.495
O 0.89095 -0.50241 0.80937 0.001
C 1.30342 -1.40622 0.10251 0.000
O -1.70709 -1.45150 0.00073 0.005
C -0.89973 -2.22128 -0.53022 0.000
O -1.41572 -3.29749 -1.27498 0.001
N 0.51118 -2.36852 -0.53906 0.000
C -0.43174 -4.18067 -1.61504 0.000
C 0.89457 -3.52772 -1.39040 0.000
H -0.63288 -4.42868 -2.63918 0.000
H -0.56237 -5.03704 -0.95730 0.000
H 1.30249 -3.22517 -2.35672 0.000
H 1.58161 -4.23111 -0.95221 0.000
C 2.71029 -1.64977 -0.24790 0.001
C 3.71828 -0.79024 -0.08718 0.000
H 2.83329 -2.64652 -0.66543 0.000
H 3.63823 0.19542 0.27210 0.000
H 4.70790 -1.09682 -0.37657 0.000
N -1.27475 2.96711 -0.51442 0.189
C -1.68414 4.06539 0.43788 0.011
C -1.94389 3.46057 1.81409 0.016
N -0.93567 2.37852 2.07553 0.247
H -1.02129 3.47885 -1.37747 0.004
H -2.11267 2.39685 -0.62438 0.006
H -0.75546 4.67650 0.55860 0.001
H -2.58970 4.58831 0.11617 0.005
H -1.80223 4.22523 2.57432 0.000
H -2.94236 2.97835 1.83796 0.009
H -0.61463 2.57903 3.06858 0.006
H -1.41324 1.47445 2.01654 0.003

---

41
Properties=species:S:1:pos:R:3:nbo_charge:R:1 method="wB97M-V/def2-TZVPD" de_lowest_kcal_mol=10.1 homo_energy_ha=-0.2976 energy_ev=-112950.3199
Ti -0.25389 -0.18265 2.14905 1.618
S 3.95005 -4.39391 2.12108 -0.778
Sb 2.85389 -2.87134 3.31664 1.001
S 1.94528 -1.38553 1.42902 -0.336
S 0.61759 -2.83022 2.13517 -0.315
F 0.87584 0.93546 3.06356 -0.591
Sb -0.44456 2.50146 4.70508 2.155
F -1.11875 -0.79444 3.58045 -0.511
F 1.26469 2.81172 5.47281 -0.710
F -1.29009 3.85790 5.76485 -0.728
F -0.09149 3.77362 3.31232 -0.732
F -1.47451 1.19654 2.10121 -0.596
C -2.05428 3.55475 -0.34015 -0.419
N -1.25889 2.35832 -0.52038 -0.402
C -1.89349 1.05998 -0.71784 -0.266
C -0.73949 0.10254 -0.37198 0.663
O -0.99214 -0.90107 0.48607 -0.745
N 0.32645 0.89389 0.14531 -0.697
C -0.08144 2.15413 0.10376 0.690
N 0.63375 3.14595 0.64563 -0.768
H -2.86038 3.55356 -1.07056 0.218
H -1.44543 4.43925 -0.52270 0.214
H -2.48375 3.60216 0.66494 0.214
H -2.25422 0.93476 -1.73755 0.217
H -2.70439 0.90787 -0.00453 0.234
H 1.37119 2.82915 1.25876 0.427
H 0.13698 3.94348 1.01021 0.418
O -0.36158 -0.50213 -1.72454 -0.722
S 1.08270 -1.17565 -1.78537 1.240
C 1.10526 -1.48818 -3.56148 -0.565
C 0.28774 -2.75628 -3.76989 -0.415
C 0.77317 -3.70481 -2.67745 -0.416
C 0.77054 -2.91562 -1.36749 -0.593
H 2.15399 -1.62752 -3.82957 0.242
H 0.72920 -0.58637 -4.04029 0.263
H 0.44762 -3.15889 -4.76964 0.235
H -0.77498 -2.53739 -3.65571 0.224
H 1.78740 -4.03828 -2.90581 0.215
H 0.15081 -4.59325 -2.58147 0.243
H 1.51526 -3.22707 -0.63710 0.285
H -0.20166 -2.88588 -0.87440 0.284